Version one
{
  "formula": "C3H8N2O",
  "method": "ωB97M-V with the def2-TZVPD basis set",
  "lumo_ha": -0.00328,
  "orbital_gap_ev": 9.3,
  "symbols": ["C", "C", "N", "C", "O", "N", "H", "H", "H", "H", "H", "H", "H", "H"],
  "coordinates": [[1.3384, -1.6437, -0.6406], [0.3552, 1.1534, 1.0229], [-1.0385, -0.3085, -0.6803], [-1.2332, 0.6832, 0.1498], [0.6958, -0.3983, -0.7313], [-2.1644, 1.4568, 0.5215], [-1.1579, -0.1109, -1.6685], [-3.0522, 1.1952, 0.0874], [1.9289, -1.6501, 0.2878], [2.0376, -1.7989, -1.4718], [0.6582, -2.5040, -0.5998], [1.4072, 0.9807, 0.8294], [0.0857, 2.1991, 0.8876], [0.1389, 0.7459, 2.0058]]
}

Version two
{
  "formula": "C3H8N2O",
  "method": "ωB97M-V with the def2-TZVPD basis set",
  "lumo_ha": 0.02130,
  "orbital_gap_ev": 9.3,
  "symbols": ["C", "C", "C", "H", "H", "H", "H", "H", "H", "H", "H", "N", "N", "O"],
  "coordinates": [[-2.1434, -0.6945, 0.0106], [0.1100, 0.6482, 0.0866], [1.7085, 0.2927, 0.1145], [-2.6810, -0.9940, 1.2168], [-2.2849, -1.6741, -1.1015], [-2.4393, 0.5049, -0.3124], [0.0046, -1.3143, 0.3198], [0.3304, 2.5758, 0.0502], [2.1663, 0.8956, -0.6452], [1.9782, 0.7178, 1.0809], [2.1382, -1.2193, -0.9400], [-0.6211, -0.5427, 0.1459], [-0.3504, 1.8151, -0.0776], [2.0838, -1.0113, 0.0513]]
}

Version three
{
  "formula": "C3H8N2O",
  "method": "ωB97M-V with the def2-TZVPD basis set",
  "lumo_ha": 0.02914,
  "orbital_gap_ev": 8.6,
  "symbols": ["C", "C", "N", "H", "H", "H", "C", "O", "N", "H", "H", "H", "H", "H"],
  "coordinates": [[-1.7722, -0.2245, -1.0782], [-1.7417, 0.5577, -0.1160], [-1.5075, 0.7424, 1.2012], [-2.3558, -0.9453, -1.5913], [-0.9268, 0.0041, 1.5987], [-1.4798, 1.7073, 1.4945], [1.4972, 0.9373, -0.1615], [1.0680, -0.4289, -0.7075], [0.7803, -1.6915, -0.1153], [0.9549, 1.6876, -0.7359], [2.5280, 0.9761, -0.5000], [1.3600, 1.0806, 0.9077], [1.2732, -2.1551, 0.6403], [0.3222, -2.2479, -0.8365]]
}

Version four
{
  "formula": "C3H8N2O",
  "method": "ωB97M-V with the def2-TZVPD basis set",
  "lumo_ha": 0.02838,
  "orbital_gap_ev": 10.2,
  "symbols": ["H", "N", "C", "C", "C", "N", "O", "H", "H", "H", "H", "H", "H", "H"],
  "coordinates": [[-2.2834, -1.6794, -0.2686], [-1.3124, -1.7688, 0.0011], [-0.7587, -0.6194, 0.1374], [0.6662, -0.4854, 0.6105], [1.6307, 0.0852, -0.3796], [-1.2804, 0.5760, -0.3334], [-0.9611, 1.7064, 0.4021], [0.6498, 0.1325, 1.5014], [1.0544, -1.4728, 0.9040], [1.3497, -0.3534, -1.4357], [1.5539, 1.2361, -0.3846], [2.6637, -0.2201, 0.0027], [-2.3144, 0.5593, -0.4179], [-0.6579, 2.3038, -0.3394]]
}

It is version three that is the least stable of them.

Version one
{
  "formula": "C3H8N2O",
  "method": "ωB97M-V with the def2-TZVPD basis set",
  "lumo_ha": 0.03520,
  "orbital_gap_ev": 9.9,
  "symbols": ["C", "N", "C", "O", "C", "N", "H", "H", "H", "H", "H", "H", "H", "H"],
  "coordinates": [[-0.1851, -2.2187, -0.6056], [0.1560, -0.8040, -0.6348], [-0.4102, -0.0279, 0.3558], [-1.3638, -0.4287, 1.0275], [0.3206, 1.2730, 0.8679], [0.2424, 2.2304, -0.2092], [-0.2949, -2.6399, -1.6582], [0.5713, -2.9301, -0.2550], [-1.0189, -2.1883, 0.1183], [0.5209, -0.3839, -1.5409], [1.2991, 0.9850, 1.2861], [-0.2289, 1.7277, 1.7459], [-0.6728, 2.6276, -0.1275], [1.0642, 2.7777, -0.3704]]
}

Version two
{
  "formula": "C3H8N2O",
  "method": "ωB97M-V with the def2-TZVPD basis set",
  "lumo_ha": 0.03277,
  "orbital_gap_ev": 10.5,
  "symbols": ["N", "C", "C", "N", "C", "O", "H", "H", "H", "H", "H", "H", "H", "H"],
  "coordinates": [[1.6673, 0.6761, 0.5592], [1.1813, -0.4349, -0.2912], [-0.0955, -0.1076, -1.0523], [-1.3279, -0.4016, -0.2673], [-1.8096, 0.2539, 0.8663], [-2.8866, 0.1123, 1.4751], [2.6848, 0.6090, 0.6661], [1.2307, 0.7301, 1.4569], [1.9316, -0.7515, -0.9337], [0.8796, -1.2665, 0.3443], [-0.2305, -0.6172, -2.0192], [-0.0540, 1.0226, -1.1827], [-1.9097, -0.9597, -0.8435], [-1.2614, 1.1351, 1.2220]]
}

Version three
{
  "formula": "C3H8N2O",
  "method": "ωB97M-V with the def2-TZVPD basis set",
  "lumo_ha": 0.03374,
  "orbital_gap_ev": 10.7,
  "symbols": ["H", "N", "C", "N", "H", "H", "H", "C", "C", "O", "H", "H", "H", "H"],
  "coordinates": [[0.4653, -3.1950, 0.4500], [0.4837, -2.2062, 0.2030], [1.6356, -1.9787, -0.2849], [2.0202, -0.7226, -0.7189], [2.4525, -2.7015, -0.3547], [2.4695, -0.7007, -1.6285], [1.2819, -0.0686, -0.5140], [-1.6241, 1.0576, 0.6489], [-1.4280, 2.4396, 0.0301], [-0.8670, 3.3526, 0.5459], [-0.8503, 0.3566, 0.3543], [-1.5292, 1.1727, 1.7347], [-2.6390, 0.6922, 0.5069], [-1.8711, 2.5020, -0.9727]]
}

It is version one that is the least stable of them.

Version one
{
  "formula": "C3H5NOS2",
  "method": "ωB97M-V with the def2-TZVPD basis set",
  "lumo_ha": -0.01185,
  "orbital_gap_ev": 8.4,
  "symbols": ["C", "C", "C", "H", "H", "H", "H", "H", "N", "O", "S", "S"],
  "coordinates": [[0.2431, 0.9144, 1.5361], [-0.6261, 0.9320, 0.2872], [0.2305, -1.3630, -1.9640], [-0.2469, -1.4806, 1.6593], [-0.2032, 1.7928, -0.2434], [-1.5962, 1.5183, 0.6906], [-0.8729, -1.8095, -2.5767], [1.5042, -1.7285, -2.1096], [0.5898, -0.3977, -1.0039], [-0.7640, -0.1348, -0.5147], [0.7159, -0.6232, 2.3139], [1.0258, 2.3798, 1.9253]]
}

Version two
{
  "formula": "C3H5NOS2",
  "method": "ωB97M-V with the def2-TZVPD basis set",
  "lumo_ha": -0.02610,
  "orbital_gap_ev": 7.9,
  "symbols": ["N", "C", "S", "O", "C", "C", "S", "H", "H", "H", "H", "H"],
  "coordinates": [[1.5352, 1.0186, -0.3775], [1.5028, -0.3314, -0.2581], [2.8369, -1.2958, -0.2987], [0.2902, -0.8448, -0.0970], [-0.7430, 0.0777, 0.1770], [-1.9843, -0.7774, 0.3067], [-3.3387, -0.7188, -0.5313], [0.8451, 1.6398, 0.0111], [2.4036, 1.4277, -0.4964], [-0.8704, 0.8360, -0.6573], [-0.5834, 0.5192, 1.1701], [-1.8941, -1.5507, 1.0515]]
}

It is version one that is the least stable of them.

Version one
{
  "formula": "C3H5NOS2",
  "method": "ωB97M-V with the def2-TZVPD basis set",
  "lumo_ha": -0.03468,
  "orbital_gap_ev": 7.9,
  "symbols": ["C", "S", "C", "S", "C", "N", "O", "H", "H", "H", "H", "H"],
  "coordinates": [[1.9236, 1.2951, 0.0020], [0.2109, 0.9432, 0.0413], [0.1587, -0.7894, -0.0187], [1.4792, -1.8152, -0.0841], [-1.1507, -1.4205, 0.0848], [-2.3523, -0.9157, 0.0756], [-2.4386, 0.4706, -0.1789], [2.3532, 0.8519, -0.9047], [2.0230, 2.4155, -0.0327], [2.3952, 0.8836, 0.8888], [-1.2326, -2.4638, 0.3261], [-3.3696, 0.5448, -0.1995]]
}

Version two
{
  "formula": "C3H5NOS2",
  "method": "ωB97M-V with the def2-TZVPD basis set",
  "lumo_ha": -0.02354,
  "orbital_gap_ev": 7.4,
  "symbols": ["O", "C", "C", "S", "N", "C", "S", "H", "H", "H", "H", "H"],
  "coordinates": [[-1.5087, -1.2527, -0.5481], [-0.0907, -1.3827, -0.7165], [0.6893, -0.1378, -0.3531], [2.1844, 0.1772, -0.8678], [-0.0721, 0.5971, 0.5530], [0.2429, 1.7532, 1.2589], [1.7221, 2.3667, 1.6095], [-1.8136, -0.7622, -1.3103], [0.1891, -2.2210, -0.0745], [0.1857, -1.7199, -1.7353], [-1.0714, 0.3938, 0.6026], [-0.6572, 2.1882, 1.5817]]
}

It is version one that is the least stable of them.

Version one
{
  "formula": "O2",
  "method": "ωB97M-V with the def2-TZVPD basis set",
  "lumo_ha": -0.15820,
  "orbital_gap_ev": 7.7,
  "symbols": ["O", "O"],
  "coordinates": [[-0.2818, -0.6121, 0.3509], [0.2818, 0.6121, -0.3509]]
}

Version two
{
  "formula": "O2",
  "method": "ωB97M-V with the def2-TZVPD basis set",
  "lumo_ha": -0.21935,
  "orbital_gap_ev": 7.2,
  "symbols": ["O", "O"],
  "coordinates": [[0.0000, 0.0000, 1.0092], [0.0000, 0.0000, -1.0092]]
}

It is version two that is the least stable of them.

Version one
{
  "formula": "C3H3NS2",
  "method": "ωB97M-V with the def2-TZVPD basis set",
  "lumo_ha": -0.01918,
  "orbital_gap_ev": 7.7,
  "symbols": ["C", "C", "C", "N", "S", "S", "H", "H", "H"],
  "coordinates": [[-0.0939, 0.8945, 0.4856], [1.7270, -1.1731, -0.3896], [2.5500, -0.2488, -0.7709], [-0.6406, 0.3249, -0.5013], [0.1446, -1.1643, -1.2073], [3.4922, 0.8720, -1.1521], [-0.3069, 1.8892, 0.6293], [1.7161, -1.6598, 0.5940], [-1.0794, 0.6106, -1.3631]]
}

Version two
{
  "formula": "C3H3NS2",
  "method": "ωB97M-V with the def2-TZVPD basis set",
  "lumo_ha": [-0.05358, -0.05358],
  "orbital_gap_ev": [7.3, 7.3],
  "symbols": ["C", "C", "C", "N", "S", "S", "H", "H", "H"],
  "coordinates": [[-1.9223, 0.4043, 0.1116], [-0.8058, -0.2383, -0.4131], [0.1864, -1.2601, 0.0206], [-2.8135, 0.9387, 0.6590], [2.3324, 1.2049, 0.3636], [0.6805, 0.1637, -1.0546], [0.0870, -2.1266, -0.5557], [0.5840, -1.2432, 0.9678], [1.6713, 2.1567, -0.0992]]
}

It is version one that is the least stable of them.